No. 1
C33H68N2O29 | the ωB97M-V functional and the def2-TZVPD basis

Summary:
orbital gap = 9.8 eV
E_LUMO = 0.45 eV
SMILES = COC(=O)OC.COC(=O)OC.COC(=O)OC.COC(=O)OC.COC(=O)OC.COC(=O)OC.COC(=O)OC.COC(=O)OC.COC(=O)OC.CNC(C)=O.CNC(C)=O

Last column: Löwdin charge in e.
CARTESIAN COORDINATES (ANGSTROEM)
C 1.82 7.03 3.39  -0.0241
O 1.33 6.21 2.31  -0.0115
C 1.90 6.47 1.12  -0.5902
O 2.60 7.48 0.88  0.0795
O 1.74 5.41 0.34  -0.0228
C 1.79 5.63 -1.08  -0.0225
H 1.59 8.04 3.17  0.0840
H 2.87 6.84 3.65  0.1034
H 1.23 6.64 4.23  0.0980
H 0.97 6.28 -1.46  0.1208
H 1.80 4.65 -1.52  0.0657
H 2.72 6.09 -1.41  0.0968
C -1.72 0.49 4.87  -0.0517
O -2.94 0.28 4.20  0.0096
C -3.11 -1.01 3.88  -0.6009
O -2.33 -1.90 3.99  0.1325
O -4.38 -1.15 3.42  -0.0225
C -4.74 -2.50 3.18  -0.0513
H -1.75 1.59 5.03  0.1157
H -0.93 0.30 4.20  0.0513
H -1.59 -0.02 5.81  0.1018
H -3.98 -2.88 2.52  0.0858
H -5.65 -2.50 2.58  0.0928
H -4.86 -3.11 4.06  0.0967
C -5.56 -4.23 -1.62  -0.0542
O -4.37 -4.36 -0.83  -0.0135
C -4.07 -5.65 -0.43  -0.5543
O -2.99 -5.91 0.03  0.1461
O -5.07 -6.48 -0.62  -0.0108
C -4.91 -7.83 -0.33  -0.0273
H -6.45 -4.27 -1.01  0.0846
H -5.69 -5.01 -2.40  0.1038
H -5.45 -3.23 -2.08  0.0960
H -4.55 -8.36 -1.23  0.1101
H -5.83 -8.34 -0.08  0.0992
H -4.17 -7.98 0.43  0.0647
C -0.07 -2.57 -2.03  0.0109
O 1.29 -2.75 -2.51  -0.0047
C 1.96 -1.71 -3.04  -0.6183
O 1.46 -0.70 -3.38  0.1358
O 3.27 -1.97 -3.15  -0.0046
C 4.13 -0.85 -3.45  -0.0201
H -0.04 -2.13 -1.03  0.0950
H -0.50 -3.56 -2.10  0.0933
H -0.64 -1.94 -2.70  0.0673
H 4.00 -0.40 -4.42  0.0826
H 5.11 -1.28 -3.25  0.1035
H 3.90 -0.19 -2.63  0.0723
C -1.72 0.15 -4.55  0.0286
O -0.98 1.44 -4.50  0.0310
C -1.38 2.49 -3.90  -0.6558
O -0.63 3.36 -3.56  0.1143
O -2.74 2.58 -3.70  -0.0602
C -3.19 3.56 -2.76  -0.0457
H -2.05 -0.16 -3.53  0.0743
H -0.94 -0.61 -4.89  0.1028
H -2.43 0.18 -5.34  0.0778
H -3.02 4.56 -3.16  0.0894
H -2.65 3.43 -1.76  0.1133
H -4.28 3.32 -2.66  0.0896
C 2.82 2.61 -3.99  0.0297
O 3.97 3.52 -4.29  0.0261
C 5.08 2.91 -4.57  -0.6644
O 5.26 1.72 -4.71  0.0950
O 5.99 3.86 -4.71  -0.0032
C 7.22 3.42 -5.33  -0.0088
H 3.11 1.85 -3.22  0.0834
H 2.58 2.08 -4.90  0.0961
H 1.98 3.22 -3.62  0.0797
H 7.89 3.15 -4.54  0.0916
H 7.48 4.34 -5.86  0.0984
H 6.98 2.60 -6.00  0.0887
C 4.00 0.40 0.45  0.0223
O 4.08 1.78 -0.10  -0.0131
C 4.27 2.73 0.85  -0.5374
O 4.29 2.65 2.07  0.0668
O 4.53 3.88 0.21  -0.0141
C 4.80 5.11 0.86  -0.0160
H 3.80 0.52 1.49  0.0626
H 5.05 0.11 0.30  0.1100
H 3.24 -0.22 -0.08  0.0862
H 4.55 5.00 1.98  0.1192
H 4.04 5.80 0.48  0.0570
H 5.85 5.43 0.73  0.1073
C -0.52 -8.13 0.46  -0.0238
O -1.57 -8.72 1.23  0.0426
C -2.09 -8.00 2.16  -0.6903
O -3.14 -8.23 2.66  0.1315
O -1.30 -6.98 2.56  -0.0281
C -1.94 -6.17 3.59  -0.0151
H -0.48 -8.74 -0.42  0.1006
H 0.39 -8.08 1.00  0.0917
H -0.73 -7.18 0.14  0.0566
H -2.91 -5.78 3.34  0.0804
H -1.20 -5.39 3.86  0.1000
H -2.10 -6.83 4.48  0.1077
C 0.49 -1.65 2.17  -0.0116
O 1.10 -0.84 1.14  -0.0479
C 0.39 0.25 0.70  -0.6320
O -0.64 0.57 1.12  0.1510
O 1.09 0.81 -0.28  -0.0195
C 0.42 1.90 -0.97  0.0132
H -0.57 -1.82 1.91  0.0878
H 0.61 -1.10 3.10  0.0908
H 0.85 -2.66 2.06  0.0934
H -0.72 1.84 -0.80  0.1068
H 0.57 1.80 -2.05  0.0732
H 0.76 2.86 -0.49  0.1043
C 3.46 -0.50 5.31  0.0070
C 2.52 0.67 5.09  -0.5574
O 1.42 0.65 5.62  0.0166
N 2.84 1.65 4.23  0.0164
C 1.78 2.56 3.94  -0.0930
H 3.14 -1.47 4.91  0.0878
H 3.53 -0.64 6.36  0.0642
H 4.44 -0.28 4.93  0.0648
H 3.72 1.75 3.71  0.1148
H 1.31 2.95 4.86  0.0844
H 0.91 2.17 3.40  0.0856
H 2.24 3.47 3.45  0.0931
C -3.57 0.56 0.45  0.0270
C -3.98 0.29 -1.04  -0.4710
O -3.41 -0.38 -1.91  -0.0124
N -5.08 0.98 -1.48  0.0083
C -5.40 0.78 -2.89  -0.0843
H -4.44 0.83 1.03  0.0707
H -2.87 1.42 0.43  0.0862
H -3.22 -0.32 0.92  0.0534
H -5.64 1.52 -0.87  0.1190
H -6.36 1.21 -3.17  0.0825
H -5.45 -0.32 -3.09  0.0941
H -4.67 1.24 -3.56  0.0629



No. 2
C3H4ClFS | the ωB97M-V functional and the def2-TZVPD basis

Summary:
orbital gap = 9.1 eV
E_LUMO = -0.04 eV

Last column: natural (NBO) charge in e.
CARTESIAN COORDINATES (ANGSTROEM)
C -0.57 0.71 -0.37  -0.6427
C 0.40 0.24 0.70  0.3609
C 0.21 -1.07 1.02  -0.3020
H 1.76 0.19 -1.47  0.1325
H -1.37 -0.05 -0.84  0.2793
H -1.23 1.63 -0.08  0.2449
H 1.14 -1.41 1.80  0.2516
F 1.14 1.06 1.36  -0.2839
S 0.60 1.55 -1.49  -0.0190
Cl -1.20 -2.00 0.25  -0.0215



No. 3
I2NO | the ωB97M-V functional and the def2-TZVPD basis

Summary:
orbital gap (alpha / beta) = 6.6 / 6.6 eV
total charge = -1
E_LUMO (alpha / beta) = 3.04 / 3.04 eV

Last column: natural (NBO) charge in e.
CARTESIAN COORDINATES (ANGSTROEM)
N -0.27 -0.29 0.21  -0.5366
O -0.07 0.70 1.51  -0.6778
I -1.28 0.60 -1.42  0.0871
I 1.62 -1.01 -0.30  0.1273



No. 4
C23H28N4OS | the ωB97M-V functional and the def2-TZVPD basis

Summary:
orbital gap = 8.0 eV
E_LUMO = 0.15 eV
SMILES = Cc1cccc(NC(=S)N(CCN(C)C)Cc2cc3cccc(C)c3[nH]c2=O)c1

Last column: natural (NBO) charge in e.
CARTESIAN COORDINATES (ANGSTROEM)
C -7.35 -0.68 -0.71  -0.6251
C -6.08 0.12 -0.70  -0.0192
C -4.93 -0.38 -0.10  -0.2050
C -3.76 0.37 -0.07  0.1464
C -3.73 1.62 -0.67  -0.2325
C -4.87 2.12 -1.26  -0.1877
C -6.04 1.38 -1.27  -0.2262
H -6.93 1.78 -1.73  0.2066
H -4.85 3.09 -1.73  0.2126
H -2.82 2.20 -0.68  0.2417
N -2.63 -0.23 0.51  -0.6026
C -1.58 0.34 1.15  0.3187
N -0.59 -0.50 1.54  -0.4169
C -0.46 -1.85 1.03  -0.2409
H 0.37 -2.32 1.56  0.2503
H -1.35 -2.45 1.23  0.1902
C -0.18 -1.88 -0.49  -0.2327
N 0.00 -3.25 -0.93  -0.4422
C -0.39 -3.44 -2.31  -0.4047
H -1.44 -3.16 -2.43  0.1981
H -0.29 -4.50 -2.56  0.1999
H 0.21 -2.85 -3.02  0.1625
C 1.36 -3.72 -0.72  -0.4220
H 1.65 -3.55 0.31  0.2216
H 1.40 -4.79 -0.92  0.1996
H 2.08 -3.21 -1.38  0.1567
H -1.02 -1.44 -1.02  0.2053
H 0.71 -1.25 -0.70  0.1736
C 0.54 -0.01 2.30  -0.2549
C 1.75 0.22 1.42  -0.1338
C 1.92 1.35 0.71  -0.1218
C 3.05 1.55 -0.14  -0.0468
C 3.25 2.72 -0.88  -0.1858
C 4.36 2.85 -1.67  -0.2300
C 5.30 1.83 -1.74  -0.1818
C 5.15 0.66 -1.02  -0.0408
C 4.01 0.52 -0.21  0.1719
N 3.80 -0.62 0.52  -0.5656
C 2.72 -0.87 1.34  0.6318
O 2.63 -1.94 1.92  -0.6522
H 4.48 -1.37 0.47  0.4177
C 6.17 -0.44 -1.10  -0.6416
H 6.60 -0.64 -0.11  0.2182
H 6.98 -0.15 -1.76  0.2292
H 5.73 -1.36 -1.48  0.2171
H 6.17 1.95 -2.36  0.2119
H 4.51 3.75 -2.25  0.2174
H 2.51 3.50 -0.82  0.2190
H 1.19 2.14 0.78  0.2433
H 0.79 -0.75 3.06  0.2279
H 0.24 0.93 2.77  0.2603
S -1.52 1.96 1.50  -0.2783
H -2.74 -1.23 0.64  0.3967
H -4.95 -1.36 0.35  0.1927
H -8.09 -0.22 -0.05  0.2215
H -7.77 -0.72 -1.71  0.2189
H -7.18 -1.70 -0.36  0.2117



No. 5
C52H51BrCl2IrN6OS2 | the ωB97M-V functional and the def2-TZVPD basis

Summary:
spin multiplicity = 6
orbital gap (alpha / beta) = 3.9 / 4.1 eV
E_LUMO (alpha / beta) = -1.10 / -2.48 eV

Last column: Mulliken spin population.
CARTESIAN COORDINATES (ANGSTROEM)
Ir -0.63 -0.38 0.10  1.6098
C 6.48 -5.78 0.24  0.0358
C 5.41 -6.81 -0.26  0.0205
C 5.81 -7.32 -1.67  0.0060
C 5.37 -8.03 0.70  0.0260
C 4.08 -6.05 -0.30  0.1234
C 3.45 -5.68 0.91  -0.0489
C 2.17 -5.20 0.87  0.1592
Br 1.35 -4.37 2.37  0.0140
C 1.33 -5.33 -0.30  0.1481
O 0.09 -5.51 -0.27  0.2869
C 2.09 -5.31 -1.55  0.1185
C 3.40 -5.78 -1.48  0.0891
C 1.49 -4.87 -2.85  -0.0130
C 0.34 -3.94 -2.51  -0.0092
C 0.96 -6.07 -3.70  0.0252
C 2.51 -4.11 -3.71  0.0100
H 7.51 -6.22 0.17  0.0034
H 6.31 -5.46 1.29  -0.0018
H 6.40 -4.85 -0.35  -0.0038
H 6.75 -7.88 -1.63  0.0002
H 5.93 -6.58 -2.47  -0.0003
H 5.08 -8.02 -2.07  -0.0017
H 6.39 -8.44 0.83  0.0017
H 4.72 -8.83 0.29  -0.0016
H 5.02 -7.78 1.69  -0.0005
H 3.98 -5.76 1.84  0.0009
H 3.93 -5.99 -2.41  0.0003
H -0.39 -4.42 -1.85  -0.0025
H -0.14 -3.53 -3.44  -0.0044
H 0.73 -3.11 -1.89  0.0110
H 0.42 -6.75 -3.00  -0.0008
H 1.80 -6.59 -4.17  -0.0024
H 0.27 -5.71 -4.49  0.0024
H 2.91 -3.24 -3.18  -0.0022
H 2.05 -3.74 -4.63  0.0000
H 3.38 -4.68 -4.05  0.0006
S -2.17 2.03 2.58  0.1944
C -2.34 3.60 1.89  0.2012
N -2.36 4.64 2.78  0.1201
C -2.32 6.03 2.28  0.0133
C -3.42 6.08 1.22  0.0140
N -3.08 5.14 0.16  0.1135
C -3.87 5.33 -1.06  -0.0183
C -3.07 5.85 -2.24  -0.0020
C -3.71 6.56 -3.25  0.0008
C -2.97 7.18 -4.25  0.0005
C -1.62 6.94 -4.40  -0.0006
C -0.99 6.15 -3.46  -0.0029
C -1.71 5.57 -2.41  0.0098
C -2.52 3.92 0.45  0.2617
S -2.13 2.89 -0.82  0.2721
C -1.84 4.48 4.13  -0.0321
C -2.98 4.44 5.10  0.0015
C -3.87 3.37 5.24  0.0138
C -5.02 3.54 6.05  0.0012
C -5.24 4.70 6.77  0.0006
C -4.32 5.73 6.66  0.0002
C -3.21 5.62 5.84  0.0027
H -1.33 6.28 1.80  -0.0062
H -2.53 6.75 3.07  0.0021
H -3.52 7.10 0.86  -0.0014
H -4.40 5.80 1.64  -0.0006
H -4.66 6.05 -0.77  0.0019
H -4.33 4.38 -1.30  0.0059
H -4.78 6.67 -3.25  0.0010
H -3.52 7.80 -4.95  -0.0002
H -1.02 7.34 -5.25  0.0002
H 0.03 5.93 -3.52  0.0001
H -1.12 5.09 -1.64  0.0082
H -1.20 5.33 4.39  -0.0024
H -1.29 3.54 4.12  0.0067
H -3.65 2.47 4.69  -0.0029
H -5.78 2.74 6.05  0.0001
H -6.07 4.87 7.46  0.0000
H -4.40 6.64 7.23  -0.0002
H -2.41 6.40 5.85  0.0000
Cl 2.73 1.74 -2.78  0.0252
C 1.18 1.27 -3.29  0.2018
C 0.79 1.67 -4.56  -0.1040
C -0.44 1.24 -5.11  0.2013
C -1.27 0.37 -4.38  -0.0959
C -0.91 -0.01 -3.10  0.1469
Cl -1.97 -0.78 -1.97  -0.0001
C 0.27 0.46 -2.47  -0.0584
N 0.39 0.38 -1.17  0.7613
H 1.40 2.39 -5.08  -0.0033
H -0.71 1.54 -6.08  0.0200
H -2.23 0.00 -4.76  0.0017
C 0.77 -0.50 1.53  0.0947
C 1.97 0.36 1.44  0.0216
C 1.91 1.74 1.69  0.0199
C 3.01 2.57 1.39  0.0048
C 4.22 1.96 0.99  -0.0025
C 4.34 0.57 0.94  -0.0039
C 3.21 -0.21 1.11  -0.0126
C 5.31 2.77 0.48  0.0001
N 6.18 3.41 0.05  -0.0006
H 0.17 -0.36 2.45  0.0157
H 1.05 -1.56 1.48  -0.0455
H 0.98 2.21 2.01  -0.0234
H 2.97 3.66 1.45  0.0003
H 5.30 0.14 0.73  -0.0001
H 3.36 -1.29 1.01  -0.0006
N -6.74 -1.64 0.38  -0.0044
C -5.71 -1.95 0.79  0.0005
C -4.33 -2.15 1.13  -0.0176
C -3.97 -3.27 1.92  0.0272
C -2.64 -3.40 2.23  -0.0063
C -1.69 -2.47 1.78  0.0145
N -2.10 -1.38 1.04  0.0183
C -3.41 -1.25 0.69  0.0174
H -4.73 -3.99 2.21  0.0007
H -2.30 -4.14 2.92  -0.0009
H -0.64 -2.61 1.88  0.0088
H -3.72 -0.30 0.21  -0.0002



No. 6
C33H35Ge2N4O6Ti | the ωB97M-V functional and the def2-TZVPD basis

Summary:
spin multiplicity = 2
orbital gap (alpha / beta) = 5.9 / 5.9 eV
E_LUMO (alpha / beta) = 0.00 / -0.06 eV

Last column: Mulliken spin population.
CARTESIAN COORDINATES (ANGSTROEM)
Ti 0.04 -1.16 -0.79  0.9008
O 3.15 -4.66 2.98  0.0116
C 2.49 -3.94 2.04  0.0477
C 1.41 -4.46 1.33  -0.0257
C 0.77 -3.64 0.44  0.0734
N 1.16 -2.37 0.26  -0.0851
C 2.26 -1.90 0.87  0.0657
C 2.94 -2.65 1.79  -0.0159
C 2.62 -0.52 0.33  0.0115
O 3.66 0.04 0.61  0.0201
O 1.69 -0.12 -0.48  -0.0069
C -0.41 -3.99 -0.46  0.0067
O -0.89 -5.10 -0.48  0.0135
O -0.76 -2.94 -1.16  -0.0173
H 2.76 -5.54 3.05  -0.0009
H 1.07 -5.48 1.45  -0.0007
H 3.81 -2.24 2.29  -0.0007
O -1.59 0.02 -1.74  -0.0096
C -2.90 -0.21 -1.17  0.0082
C -2.84 -1.30 -0.14  -0.0116
C -3.87 -2.23 -0.02  -0.0028
C -3.80 -3.16 0.98  0.0002
C -2.73 -3.13 1.85  0.0034
C -1.74 -2.19 1.63  0.0133
N -1.76 -1.30 0.64  -0.0217
H -1.52 0.92 -2.09  0.0053
H -3.60 -0.48 -1.96  0.0012
H -3.23 0.71 -0.68  -0.0024
H -4.70 -2.20 -0.71  0.0001
H -4.58 -3.91 1.08  0.0001
H -2.64 -3.84 2.66  -0.0001
H -0.88 -2.13 2.29  -0.0093
C -1.02 3.08 -2.33  -0.0005
Ge 0.34 2.96 -0.87  -0.0011
C 0.50 4.82 -0.25  -0.0023
C 1.99 2.61 -1.87  0.0018
Ge -0.29 1.21 0.74  0.0010
C -2.02 1.90 1.47  -0.0056
C -2.70 1.21 2.49  -0.0089
C -3.90 1.67 3.02  0.0008
C -4.47 2.84 2.54  -0.0015
C -3.84 3.54 1.52  0.0005
C -2.63 3.07 0.99  -0.0053
C 0.95 1.50 2.26  -0.0003
C 0.77 0.76 3.44  -0.0050
C 1.65 0.87 4.51  0.0017
C 2.74 1.73 4.43  -0.0021
C 2.95 2.46 3.27  0.0010
C 2.06 2.35 2.20  -0.0007
H -0.96 4.09 -2.76  0.0000
H -2.06 2.95 -2.00  0.0000
H -0.80 2.38 -3.15  -0.0002
H 0.58 5.48 -1.12  -0.0002
H 1.40 4.94 0.35  -0.0001
H -0.36 5.12 0.35  0.0003
H 2.25 3.49 -2.47  -0.0001
H 1.86 1.75 -2.53  0.0001
H 2.81 2.37 -1.19  0.0004
H -2.28 0.29 2.88  -0.0006
H -4.39 1.12 3.82  0.0001
H -5.40 3.21 2.95  -0.0001
H -4.28 4.45 1.13  0.0000
H -2.16 3.63 0.21  -0.0007
H -0.07 0.08 3.52  -0.0013
H 1.49 0.29 5.41  0.0001
H 3.44 1.81 5.26  -0.0001
H 3.81 3.12 3.19  0.0001
H 2.26 2.91 1.30  -0.0013
N 2.92 -1.18 -6.35  0.0020
C 2.23 -1.27 -5.18  0.0040
C 0.87 -0.95 -5.10  -0.0013
C 0.22 -1.05 -3.89  0.0136
N 0.82 -1.43 -2.76  -0.0058
C 2.11 -1.79 -2.85  0.0434
C 2.84 -1.73 -4.01  0.0020
H 2.52 -0.65 -7.10  -0.0001
H 3.92 -1.21 -6.32  -0.0001
H 0.33 -0.63 -5.98  -0.0002
H -0.83 -0.83 -3.82  0.0023
H 2.57 -2.17 -1.95  -0.0016
H 3.88 -2.04 -4.01  -0.0004